# 1
Below is a 2-piece molecular cluster, C5H10NO overall at a distorted geometry, with properties calculated with ωB97M-V with the def2-TZVPD basis set.

Computed properties:
* E: -325.93761 a.u.
* highest occupied orbital energy: -13.35 eV
* relative energy (zero: lowest compared OMol25 entry of this formula, charge and spin): 9.366 eV
* gap between HOMO and LUMO: 3.844 eV
* total charge: +1

```
17
C5H10NO | the OMol25 dataset | ωB97M-V with the def2-TZVPD basis set
O 0.0717 2.4765 1.5170
N 0.8588 -0.5685 -1.8266
C -0.2120 1.3790 1.1886
C -1.3126 1.0030 0.1657
C 0.3974 -0.9878 -0.5993
C -0.9532 -0.5030 -0.2842
C 0.9323 -2.1113 0.0052
H 1.0979 -1.2589 -2.5309
H -1.6585 -0.5764 -1.1165
H -1.3451 1.6493 -0.7015
H 1.9984 -4.3155 0.2780
H -2.2526 0.8826 0.6960
H 1.8195 -2.6575 -0.3397
H -1.5818 -1.1208 0.3782
H 1.5125 0.2041 -1.9342
H 0.4396 -2.5857 0.8502
H 0.1746 0.4286 1.6713
```

Population analysis type Löwdin, resulting atomic charges in e: atom 1 (O): 0.138, atom 2 (N): 0.151, atom 3 (C): -0.259, atom 4 (C): -0.068, atom 5 (C): -0.324, atom 6 (C): -0.153, atom 7 (C): 0.132, atom 8 (H): 0.126, atom 9 (H): 0.139, atom 10 (H): 0.118, atom 11 (H): 0.390, atom 12 (H): 0.125, atom 13 (H): 0.010, atom 14 (H): 0.130, atom 15 (H): 0.139, atom 16 (H): 0.068, atom 17 (H): 0.138

=====

# 2
Below is C23H24AsCl2IO2Ru as an isolated structure, with properties calculated with ωB97M-V with the def2-TZVPD basis set.

Computed properties:
* E: -4589.43640 a.u.
* highest occupied orbital energy (alpha / beta): -14.69 / -14.70 eV
* relative energy (zero: lowest compared OMol25 entry of this formula, charge and spin): 0.691 eV
* gap between HOMO and LUMO (alpha / beta): 6.788 / 6.824 eV
* total charge: +2

```
54
C23H24AsCl2IO2Ru | the OMol25 dataset | ωB97M-V with the def2-TZVPD basis set
I 1.5926 1.5290 -1.1682
Ru 0.5618 -0.1363 0.5890
As 0.6612 -2.1341 -0.8386
Cl 2.2076 3.1173 5.2815
Cl 0.7426 -2.0244 4.8159
O -0.2102 -1.1416 2.1715
O -1.5164 0.6909 0.7589
C -1.9558 -3.1857 -0.2875
C 1.4168 1.9175 4.3542
C 0.1417 1.1965 2.4395
C 0.3841 4.3832 -1.2473
C 2.7626 -1.9318 0.9441
C -1.5314 2.5415 -0.5722
C -3.3138 1.5694 -2.3669
C 0.7253 3.3413 -0.2266
C 0.4336 -2.0510 -2.7627
C 0.7618 -0.4215 4.2221
C 1.3587 0.5938 4.8962
C -2.1025 1.3186 -0.3903
C 0.6047 -3.4095 -3.4347
C 0.1564 -0.1813 2.9428
C -2.6658 2.7798 -2.6200
C -0.4785 -3.5363 -0.1478
C -0.5279 1.5361 1.2381
C -3.0219 0.7747 -1.2538
C -0.7706 4.3764 -1.9198
C 2.4835 -2.6128 -0.3971
C -0.5277 2.8457 0.4753
C -1.7220 3.2737 -1.7214
C 0.8534 2.2152 3.1608
H 1.8246 0.4003 5.8536
H 2.1430 -2.3353 1.7472
H -2.5719 -3.9914 0.1086
H 1.5910 -3.8339 -3.2424
H 1.1402 5.1289 -1.4524
H -0.8704 3.6515 1.1412
H -2.1986 -2.2797 0.2722
H -4.0460 1.2110 -3.0773
H 0.8610 3.2337 2.7988
H 2.6019 -3.6947 -0.3477
H -0.9689 5.1327 -2.6673
H -0.5560 -1.6268 -2.9452
H 1.1662 -1.3290 -3.1314
H -2.8821 3.3163 -3.5340
H -3.4853 -0.1888 -1.0989
H -0.2211 -4.4521 -0.6831
H 3.1376 -2.2316 -1.1833
H 0.4983 -3.3027 -4.5133
H -0.1482 -4.1230 -3.1021
H -2.2394 -3.0422 -1.3324
H 3.8061 -2.0261 1.2441
H 1.5279 3.6468 0.4345
H -0.1983 -3.6708 0.8984
H 2.5844 -0.8272 0.8769
```

Population analysis type Löwdin, resulting atomic charges in e: atom 1 (I): 1.162, atom 2 (Ru): 0.753, atom 3 (As): 1.162, atom 4 (Cl): 0.792, atom 5 (Cl): 0.812, atom 6 (O): -0.145, atom 7 (O): 0.021, atom 8 (C): -0.145, atom 9 (C): -0.638, atom 10 (C): -0.127, atom 11 (C): -0.102, atom 12 (C): -0.166, atom 13 (C): -0.144, atom 14 (C): -0.016, atom 15 (C): -0.484, atom 16 (C): -0.401, atom 17 (C): -0.578, atom 18 (C): -0.049, atom 19 (C): -0.157, atom 20 (C): -0.135, atom 21 (C): -0.359, atom 22 (C): 0.027, atom 23 (C): -0.382, atom 24 (C): -0.302, atom 25 (C): 0.042, atom 26 (C): 0.019, atom 27 (C): -0.366, atom 28 (C): -0.228, atom 29 (C): -0.139, atom 30 (C): -0.036, atom 31 (H): 0.130, atom 32 (H): 0.068, atom 33 (H): 0.089, atom 34 (H): 0.079, atom 35 (H): 0.126, atom 36 (H): 0.198, atom 37 (H): 0.056, atom 38 (H): 0.125, atom 39 (H): 0.123, atom 40 (H): 0.092, atom 41 (H): 0.136, atom 42 (H): 0.071, atom 43 (H): 0.060, atom 44 (H): 0.132, atom 45 (H): 0.129, atom 46 (H): 0.082, atom 47 (H): 0.086, atom 48 (H): 0.088, atom 49 (H): 0.072, atom 50 (H): 0.072, atom 51 (H): 0.104, atom 52 (H): 0.089, atom 53 (H): 0.077, atom 54 (H): 0.022

=====

# 3
Below is C34H42N4O2P3S3Ti as an isolated structure, with properties calculated with ωB97M-V with the def2-TZVPD basis set.

Computed properties:
* E: -4757.74114 a.u.
* highest occupied orbital energy: -16.50 eV
* relative energy (zero: lowest compared OMol25 entry of this formula, charge and spin): 0.000 eV
* gap between HOMO and LUMO: 7.140 eV
* total charge: +3

```
89
C34H42N4O2P3S3Ti | the OMol25 dataset | ωB97M-V with the def2-TZVPD basis set
Ti 0.8794 0.5678 0.3461
S 2.4931 0.8371 1.9963
S 1.5935 -1.6976 0.3031
S -3.1016 -1.0020 1.3594
P -0.0083 2.4569 -0.9724
P 2.5339 -1.2139 2.0478
P 1.5355 0.6692 -2.1576
O 3.9332 -1.8323 2.1999
O 1.7250 -1.6350 3.2933
N 0.7664 2.1695 -2.4149
N -0.9679 0.3617 1.2258
N -2.0513 0.5862 3.2872
N -1.0779 -0.3060 0.0299
C 4.8576 0.7024 -4.4541
C 1.7431 -2.9584 4.0308
C -1.9502 0.0883 2.0635
C -4.0980 4.3311 -1.5052
C -1.0567 -1.1416 -4.7225
C -3.8905 2.9953 -1.8366
C 1.4079 4.1723 2.4033
C 5.0548 -2.1745 0.0229
C 4.2446 1.0766 -1.7613
C 5.8797 -0.4357 1.6828
C 1.6956 -4.1074 3.0542
C 3.2375 4.1213 0.8217
C 3.5495 0.5544 -4.0252
C 2.7421 4.4169 2.0861
C -1.6012 3.2066 -1.1372
C 0.6965 -0.5288 -3.1943
C -0.4288 -0.1815 -3.9404
C -0.5755 -2.4435 -4.7436
C 3.2398 0.7550 -2.6750
C -2.4234 -1.9296 -1.2465
C 2.9098 -2.9744 4.9832
C 1.0581 3.3203 0.1716
C -2.5643 -3.4038 -0.8578
C 5.2401 -1.7843 1.4678
C -1.8084 4.5483 -0.8086
C 1.1841 -1.8386 -3.2210
C 0.5653 3.6172 1.4591
C -2.1092 -1.0635 -0.0752
C -3.0640 5.1047 -0.9949
C 5.8539 1.0314 -3.5422
C -2.6437 2.4267 -1.6521
C 5.5520 1.2139 -2.1984
C 2.4038 3.5694 -0.1371
C 0.5422 -2.7930 -3.9925
H 4.5141 -1.4073 -0.5339
H 3.8610 -3.0613 4.4609
H -1.9125 -0.8694 -5.3258
H 5.3345 0.3521 1.1603
H 4.0036 1.2122 -0.7116
H 6.8752 1.1392 -3.8826
H -1.6209 -1.7875 -1.9724
H 2.9183 -2.0835 5.6089
H 5.9415 -0.1891 2.7416
H -4.7020 2.4069 -2.2430
H -2.4708 1.3898 -1.9207
H -1.6488 -3.7785 -0.3998
H 6.3381 1.4571 -1.4957
H 5.1045 0.5565 -5.4967
H 1.5771 -5.0313 3.6209
H 3.3944 4.8591 2.8278
H -0.9992 5.1569 -0.4246
H -5.0741 4.7735 -1.6532
H -3.2324 6.1448 -0.7518
H -1.0621 -3.1878 -5.3600
H -3.3907 -3.5631 -0.1639
H -2.7677 -3.9957 -1.7477
H -0.8026 0.8347 -3.9332
H 2.7751 0.2779 -4.7305
H 0.8483 -4.0226 2.3734
H -3.3485 -1.5710 -1.7062
H 1.0309 4.4308 3.3836
H -0.4820 3.4539 1.6904
H 4.5360 -3.1281 -0.0706
H 0.9226 -3.8050 -4.0265
H -1.3130 1.1578 3.6669
H 6.0410 -2.2842 -0.4293
H 6.8944 -0.4682 1.2848
H 2.6202 -4.1936 2.4812
H 2.7836 3.3634 -1.1299
H 2.0743 -2.1059 -2.6625
H 2.8008 -3.8417 5.6357
H 0.8771 2.7990 -3.2026
H 4.2692 4.3379 0.5786
H 5.7934 -2.5538 2.0016
H -2.8236 0.3534 3.8909
H 0.8072 -2.8880 4.5806
```

Population analysis type Löwdin, resulting atomic charges in e: atom 1 (Ti): 0.300, atom 2 (S): 0.501, atom 3 (S): 0.468, atom 4 (S): 1.230, atom 5 (P): 0.898, atom 6 (P): 0.012, atom 7 (P): 0.918, atom 8 (O): -0.257, atom 9 (O): -0.284, atom 10 (N): -0.293, atom 11 (N): -0.111, atom 12 (N): 0.177, atom 13 (N): -0.130, atom 14 (C): -0.031, atom 15 (C): -0.362, atom 16 (C): -0.611, atom 17 (C): -0.021, atom 18 (C): -0.053, atom 19 (C): -0.043, atom 20 (C): -0.051, atom 21 (C): -0.043, atom 22 (C): -0.123, atom 23 (C): -0.035, atom 24 (C): -0.045, atom 25 (C): -0.041, atom 26 (C): -0.058, atom 27 (C): -0.024, atom 28 (C): -0.343, atom 29 (C): -0.381, atom 30 (C): -0.092, atom 31 (C): -0.039, atom 32 (C): -0.352, atom 33 (C): -0.206, atom 34 (C): -0.027, atom 35 (C): -0.414, atom 36 (C): -0.064, atom 37 (C): -0.357, atom 38 (C): -0.063, atom 39 (C): -0.106, atom 40 (C): -0.118, atom 41 (C): -0.535, atom 42 (C): -0.032, atom 43 (C): -0.025, atom 44 (C): -0.090, atom 45 (C): -0.048, atom 46 (C): -0.094, atom 47 (C): -0.042, atom 48 (H): 0.049, atom 49 (H): 0.084, atom 50 (H): 0.122, atom 51 (H): 0.049, atom 52 (H): 0.066, atom 53 (H): 0.126, atom 54 (H): 0.093, atom 55 (H): 0.097, atom 56 (H): 0.099, atom 57 (H): 0.121, atom 58 (H): 0.092, atom 59 (H): 0.085, atom 60 (H): 0.119, atom 61 (H): 0.126, atom 62 (H): 0.108, atom 63 (H): 0.131, atom 64 (H): 0.115, atom 65 (H): 0.128, atom 66 (H): 0.126, atom 67 (H): 0.124, atom 68 (H): 0.079, atom 69 (H): 0.093, atom 70 (H): 0.096, atom 71 (H): 0.117, atom 72 (H): 0.075, atom 73 (H): 0.134, atom 74 (H): 0.128, atom 75 (H): 0.116, atom 76 (H): 0.091, atom 77 (H): 0.123, atom 78 (H): 0.135, atom 79 (H): 0.108, atom 80 (H): 0.106, atom 81 (H): 0.086, atom 82 (H): 0.102, atom 83 (H): 0.097, atom 84 (H): 0.107, atom 85 (H): 0.118, atom 86 (H): 0.130, atom 87 (H): 0.156, atom 88 (H): 0.135, atom 89 (H): 0.147

=====

Q: E of number 2 (C23H24AsCl2IO2Ru)?
A: -4589.43640 a.u.